Molecular formula: C20H33ClFN4O3S4
Method: DFT, ωB97M-V with the def2-TZVPD basis set

Last column: Löwdin charge in e.
CARTESIAN COORDINATES (ANGSTROEM)
C -0.1997 2.3406 2.3841  -0.09
C -0.7915 3.6159 1.6900  -0.24
C 0.0546 4.1410 0.5056  -0.17
C -0.2850 3.2779 -0.7636  -0.21
N 0.6263 2.1211 -0.7495  0.01
C 0.3314 1.0672 -1.6804  -0.63
O 1.3987 0.4244 -2.2822  -0.12
C 2.2592 1.3009 -3.0369  -0.22
C 3.6732 1.2655 -2.4104  -0.04
S -1.0575 1.2706 -2.9490  1.17
C -2.0738 0.0317 -2.2943  -0.44
C -3.4212 -0.4421 -2.7708  -0.11
C -4.5359 0.0472 -1.7602  -0.14
C -5.0948 -1.0823 -0.8394  -0.22
C -5.0334 -0.7326 0.6684  -0.23
S -4.2928 -1.9776 1.7589  0.33
O -3.0008 -1.4975 2.1495  -0.35
O -5.1544 -2.1346 2.8811  -0.33
Cl -4.1811 -3.7860 0.8204  0.44
N -1.6008 -0.5580 -1.2471  -0.02
F -2.1568 -1.5525 -0.5585  0.12
C -0.3157 -0.0450 -0.7622  -0.17
C 0.6316 -1.0186 -0.0501  -0.13
C 0.9646 -2.2973 -0.8466  -0.23
C 2.1376 -3.0008 -0.1174  -0.45
S 1.6284 -3.5732 1.5555  0.92
C 2.5239 -2.6454 2.7622  -1.09
S 1.7643 -2.2057 4.1322  0.71
N 3.8683 -2.3127 2.5909  -0.13
C 4.6351 -1.4670 3.3611  -0.12
C 5.8866 -1.4158 2.8757  -0.09
N 5.9283 -2.2736 1.7575  0.08
C 4.7723 -2.7706 1.6225  -0.19
H -0.8598 1.4729 2.2445  0.06
H 0.7903 2.1121 1.9810  0.06
H -0.1739 2.5115 3.4643  0.07
H -0.8960 4.3773 2.4718  0.10
H -1.8198 3.3688 1.3874  0.10
H -0.0824 5.2070 0.3148  0.11
H 1.1002 3.9163 0.7589  0.11
H -1.3372 3.0083 -0.6679  0.10
H -0.0561 3.9103 -1.6352  0.12
H 1.5965 2.4107 -0.8000  0.12
H 1.9196 2.3468 -3.0038  0.12
H 2.3133 1.0001 -4.0890  0.13
H 4.4510 1.5629 -3.1154  0.09
H 3.8365 0.2359 -2.0694  0.08
H 3.6617 1.9028 -1.5168  0.07
H -3.4782 -1.5288 -2.8825  0.13
H -3.6737 0.0113 -3.7345  0.12
H -5.3170 0.5988 -2.2871  0.12
H -4.0520 0.7787 -1.0938  0.10
H -6.1537 -1.2188 -1.0867  0.12
H -4.6002 -2.0204 -1.1029  0.05
H -6.0435 -0.5580 1.0510  0.11
H -4.4819 0.1918 0.8722  0.10
H -0.6535 0.5682 0.0920  0.14
H 0.1992 -1.3222 0.9097  0.11
H 1.5641 -0.4794 0.1530  0.13
H 0.1245 -3.0050 -0.8789  0.11
H 1.3134 -2.0915 -1.8652  0.11
H 2.9307 -2.2613 0.0314  0.06
H 2.5078 -3.8739 -0.6606  0.08
H 4.3207 -0.9066 4.2305  0.10
H 6.7336 -0.8643 3.2525  0.11
H 4.4267 -3.4769 0.8776  0.11

Computed properties:
E_HOMO, eV: -10.770
LUMO, Ha: -0.134
Spin multiplicity: 1
Orbital gap, eV: 7.12
Total charge: +1